# 1
ORCA calculation (wB97M-V/def2-TZVPD) on C12H37HfNaO17P4 as an isolated structure.

XYZ file:
```
72
Properties=species:S:1:pos:R:3:lowdin_charge:R:1
Na 2.172 -1.219 -1.879 0.58
Hf 2.338 2.478 -0.369 2.31
O 1.314 0.744 -0.953 -0.32
H 0.365 0.507 -0.872 0.04
C 0.711 1.245 4.219 -0.02
O -0.306 1.204 3.182 -0.16
P -0.491 2.355 2.151 0.40
O 0.624 2.563 1.118 -0.36
O -1.860 2.051 1.512 -0.14
C -2.136 0.911 0.661 0.01
O -0.776 3.644 2.960 -0.14
C 0.239 4.516 3.526 -0.02
H 1.488 1.986 4.017 0.09
H 1.207 0.282 4.287 0.09
H 0.244 1.500 5.167 0.12
H -1.196 0.495 0.282 0.06
H -2.744 1.295 -0.151 0.11
H -2.622 0.101 1.196 0.11
H 1.242 4.307 3.154 0.08
H 0.217 4.421 4.610 0.12
H -0.049 5.538 3.296 0.11
C 0.073 6.399 -2.470 -0.01
O -0.396 5.114 -2.970 -0.15
P -0.665 3.941 -2.002 0.39
O 0.593 3.358 -1.323 -0.36
O -1.634 4.382 -0.897 -0.17
C -3.002 4.786 -1.243 0.02
O -1.399 2.869 -2.838 -0.15
C -0.807 2.271 -4.019 -0.01
H 0.188 6.424 -1.386 0.10
H -0.715 7.120 -2.694 0.12
H 0.946 6.778 -2.994 0.11
H -2.957 5.586 -1.983 0.11
H -3.557 5.089 -0.364 0.12
H -3.522 3.979 -1.759 0.10
H -0.335 1.311 -3.800 0.09
H -0.077 2.932 -4.484 0.10
H -1.600 2.029 -4.721 0.12
C 1.645 -1.616 1.822 -0.12
O 2.628 -2.623 1.944 -0.18
P 2.803 -3.729 0.797 0.35
O 2.548 -3.210 -0.561 -0.25
O 4.229 -4.317 1.018 -0.17
C 5.426 -3.543 0.810 -0.04
O 1.868 -4.905 1.186 -0.19
C 1.927 -5.573 2.471 -0.03
H 1.054 -1.659 0.899 0.05
H 2.132 -0.627 1.830 0.07
H 0.940 -1.728 2.646 0.10
H 5.225 -2.716 0.125 0.07
H 6.166 -4.208 0.379 0.11
H 5.759 -3.130 1.760 0.10
H 1.027 -5.376 3.046 0.10
H 2.775 -5.239 3.071 0.10
H 2.093 -6.628 2.278 0.11
C -0.516 -4.941 -2.008 -0.02
O -1.386 -3.867 -2.442 -0.19
P -1.490 -2.516 -1.663 0.35
O -0.176 -1.867 -1.413 -0.27
O -2.376 -1.637 -2.604 -0.21
C -3.606 -2.196 -3.150 -0.04
O -2.391 -2.813 -0.400 -0.17
C -1.794 -2.963 0.893 -0.07
H -0.204 -5.523 -2.867 0.11
H -1.095 -5.557 -1.320 0.11
H 0.358 -4.557 -1.480 0.07
H -3.524 -2.225 -4.236 0.10
H -4.449 -1.522 -3.006 0.10
H -3.794 -3.189 -2.758 0.10
H -2.267 -3.788 1.423 0.11
H -1.906 -2.050 1.477 0.07
H -0.742 -3.256 0.863 0.07
```

Results
Frontier orbital gap in Ha: 0.1184
Total charge: +4
E in eV: -90699.060

---

# 2
ORCA calculation (wB97M-V/def2-TZVPD) on one molecule with the formula C3H2O2S2.

XYZ file:
```
9
Properties=species:S:1:pos:R:3:lowdin_charge:R:1
C 0.710 -0.759 0.104 -0.85
C -0.698 -0.461 -0.317 -0.74
C -0.842 1.086 -0.696 -0.12
H 1.483 -0.296 2.000 0.14
H -1.676 1.405 -1.398 0.13
O 0.704 -0.157 1.389 -0.07
O 0.164 1.816 -0.262 -0.02
S 2.114 -1.170 -0.680 0.71
S -1.958 -1.464 -0.139 0.81
```

Results
Frontier orbital gap in Ha: 0.2750
Energy relative to the best compared isomer or geometry (same formula, charge and spin) in kcal/mol: 64.7
E in eV: -28905.776
SMILES: O=CC(=S)C(O)=S

---

# 3
ORCA calculation (wB97M-V/def2-TZVPD) on a 8-piece molecular cluster, ClH14O7 overall.

XYZ file:
```
22
Properties=species:S:1:pos:R:3:lowdin_charge:R:1
Cl 0.344 -0.123 -0.626 0.50
O -1.467 -2.796 -1.624 -0.05
H -1.079 -3.634 -1.371 0.04
H -1.009 -2.148 -1.088 -0.07
O -0.779 -1.848 2.025 -0.06
H -0.237 -1.527 1.304 -0.07
H -0.965 -2.759 1.797 0.07
O -2.485 1.988 -1.836 -0.05
H -2.554 1.514 -2.664 0.03
H -2.141 1.342 -1.218 -0.02
O -0.929 0.696 2.746 -0.05
H -0.307 0.980 2.076 -0.01
H -1.246 -0.152 2.436 -0.02
O 2.211 1.639 -2.527 -0.07
H 2.704 1.079 -3.127 0.04
H 1.724 1.028 -1.975 -0.12
O 0.541 3.170 0.300 -0.03
H 0.263 2.479 -0.302 -0.05
H 1.449 3.351 0.055 0.04
O 2.269 -1.353 2.134 -0.04
H 1.432 -1.793 2.281 0.00
H 2.262 -1.130 1.203 -0.02
```

Results
2S+1: 2
Frontier orbital gap (alpha / beta) in Ha: 0.3938 / 0.1753
Expectation value of S²: 0.753
Energy relative to the best compared isomer or geometry (same formula, charge and spin) in kcal/mol: 0.7
E in eV: -27079.672

---

# 4
ORCA calculation (wB97M-V/def2-TZVPD) on a 2-piece molecular cluster, C2H8S overall.

XYZ file:
```
11
Properties=species:S:1:pos:R:3:lowdin_charge:R:1
C 3.089 0.988 -0.103 -0.17
H 2.599 0.489 -0.935 0.00
H 3.134 0.364 0.781 -0.01
H 2.676 1.951 0.168 -0.01
H 4.118 1.136 -0.465 0.00
C -2.633 -0.445 0.435 -0.71
S -2.843 -1.170 -1.271 0.23
H -2.644 -1.239 1.192 -0.04
H -1.671 0.063 0.413 -0.05
H -3.432 0.257 0.669 -0.02
H -2.393 -2.395 -0.885 -0.23
```

Results
2S+1: 2
Frontier orbital gap (alpha / beta) in Ha: 0.0930 / 0.3197
Expectation value of S²: 0.750
Energy relative to the best compared isomer or geometry (same formula, charge and spin) in kcal/mol: 2.0
Total charge: -1
E in eV: -13037.354

---

# 5
ORCA calculation (wB97M-V/def2-TZVPD) on one molecule with the formula C11H8Cl2N2O2.

XYZ file:
```
25
Properties=species:S:1:pos:R:3:lowdin_charge:R:1
O -0.342 -3.297 1.462 0.12
Cl -2.427 4.175 -3.982 0.66
Cl -1.952 2.318 0.911 0.69
N 1.118 0.814 0.638 0.13
O 1.816 -2.890 2.377 -0.07
C 0.679 -2.623 1.540 -0.39
C 0.185 0.523 -0.188 -0.37
C -0.251 -0.811 -0.012 0.08
C 0.686 -1.382 0.897 -0.19
C -0.522 2.160 -3.464 -0.07
C -1.954 3.197 -1.639 -0.15
C 0.054 1.337 -2.515 -0.01
C -1.433 3.163 -2.982 -0.61
C -1.400 2.313 -0.767 -0.57
C -0.386 1.429 -1.168 -0.19
N 1.431 -0.340 1.331 0.07
C 1.444 -3.582 3.578 -0.07
H -1.020 -1.278 -0.695 0.15
H -0.219 2.163 -4.504 0.11
H -2.727 3.928 -1.499 0.09
H 0.775 0.626 -2.886 0.12
H 2.341 -0.536 1.792 0.18
H 0.540 -3.157 4.130 0.13
H 2.199 -3.570 4.290 0.05
H 1.363 -4.680 3.356 0.11
```

Results
Frontier orbital gap in Ha: 0.3390
Energy relative to the best compared isomer or geometry (same formula, charge and spin) in kcal/mol: 37.8
E in eV: -43655.217
SMILES: COC(=O)c1cc(-c2ccc(Cl)cc2Cl)n[nH]1

---

# 6
ORCA calculation (wB97M-V/def2-TZVPD) on one molecule with the formula C4H7NO2.

XYZ file:
```
14
Properties=species:S:1:pos:R:3:lowdin_charge:R:1
O -0.529 -1.071 2.337 0.07
C -0.069 -0.565 1.342 -0.49
C 0.311 -1.240 0.044 -0.04
C 0.144 -0.149 -1.012 -0.35
O -1.122 -0.215 -1.653 -0.02
C 0.325 1.162 -0.211 -0.12
N 0.231 0.780 1.201 0.07
H 1.361 -1.540 0.122 0.13
H -0.293 -2.126 -0.133 0.13
H 0.882 -0.226 -1.808 0.14
H -1.765 0.302 -1.161 0.09
H -0.468 1.865 -0.482 0.12
H 1.282 1.644 -0.414 0.11
H -0.288 1.376 1.829 0.14
```

Results
Frontier orbital gap in Ha: 0.3832
Energy relative to the best compared isomer or geometry (same formula, charge and spin) in kcal/mol: 10.8
E in eV: -9846.810
SMILES: O=C1C[C@@H](O)CN1

---

# 7
ORCA calculation (wB97M-V/def2-TZVPD) on an isolated ion of composition C6H11N2 and charge +1.

XYZ file:
```
19
Properties=species:S:1:pos:R:3:lowdin_charge:R:1
C 1.580 1.716 1.387 0.07
C 1.486 0.556 0.718 0.02
C 0.404 2.487 1.045 -0.11
C -1.781 -0.517 -0.786 -0.02
C 0.343 -1.868 -0.391 -0.03
C -0.231 -0.564 -0.864 -0.30
N -0.439 1.565 0.308 0.19
N 0.301 0.480 0.038 -0.02
H 2.283 2.047 1.994 0.09
H 2.006 -0.310 0.702 0.10
H -0.217 2.724 1.888 0.16
H 0.460 3.425 0.519 0.17
H -2.084 -0.796 0.245 0.10
H -1.991 0.577 -0.879 0.09
H -2.196 -1.262 -1.402 0.08
H -0.035 -2.145 0.575 0.10
H 1.419 -1.974 -0.354 0.09
H -0.104 -2.644 -0.873 0.06
H 0.099 -0.165 -1.813 0.16
```

Results
Frontier orbital gap in Ha: 0.3490
Energy relative to the best compared isomer or geometry (same formula, charge and spin) in kcal/mol: 83.0
Total charge: +1
E in eV: -9371.136
SMILES: CC(C)[N+]1=NCC=C1

---

# 8
ORCA calculation (wB97M-V/def2-TZVPD) on one molecule with the formula C4H6N2S.

XYZ file:
```
13
Properties=species:S:1:pos:R:3:lowdin_charge:R:1
C 0.026 0.208 -1.835 -0.24
C 0.227 -1.117 -0.265 -0.36
C -0.414 -1.078 1.102 -0.22
C 0.832 0.229 -0.525 -0.50
H -0.492 1.116 -2.138 0.11
H 0.715 -0.086 -2.609 0.10
H -0.718 -1.682 -2.035 0.12
H 0.939 -1.960 -0.360 0.15
H -0.866 -1.965 1.567 0.11
H 1.979 0.323 -0.685 0.13
N -0.727 -0.913 -1.358 0.00
N -0.488 0.026 1.733 -0.27
S 0.183 1.313 0.799 0.87
```

Results
Frontier orbital gap in Ha: 0.3382
Energy relative to the best compared isomer or geometry (same formula, charge and spin) in kcal/mol: 50.1
E in eV: -18058.802
SMILES: C1=NS[C@@H]2CN[C@H]12